Record 1
# C2HO6S2

2 unconnected molecules or ions with the total composition C2HO6S2 (the ωB97M-V functional and the def2-TZVPD basis, OMol25).

As for the HOMO-LUMO gap (alpha / beta): 7.5 / 7.5 eV. As for the charge: -1. As for the LUMO energy (alpha / beta): 3.340 / 3.340 eV. As for the HOMO energy (alpha / beta): -0.153 / -0.153 hartree.

Each line ends with the Mulliken charge.
Geometry (Å):
S: -0.052 -0.635 -1.597  0.391
S: -2.449 0.177 -0.069  0.151
O: 2.464 1.084 1.001  -0.418
O: 0.680 0.684 -1.376  -0.571
O: -3.265 0.295 1.222  -0.620
O: 0.990 2.761 0.550  -0.349
O: -0.448 -1.512 0.811  -0.682
O: 0.869 -1.896 -1.143  -0.527
C: 1.721 1.929 0.746  0.783
C: -1.013 -0.742 0.004  0.404
H: 0.503 -2.147 -0.148  0.437

=====

Record 2
# C2I2S2

A molecular structure, C2I2S2 (the ωB97M-V functional and the def2-TZVPD basis, OMol25).

As for the HOMO-LUMO gap (alpha / beta): 4.9 / 4.6 eV. As for the charge: 0. As for the LUMO energy (alpha / beta): -3.175 / -3.297 eV. As for the HOMO energy (alpha / beta): -0.296 / -0.289 hartree.

Each line ends with the Mulliken charge.
Geometry (Å):
I: 0.008 -2.691 -0.010  -0.010
I: 2.934 0.963 -0.028  0.188
S: -1.967 1.717 -0.435  -0.126
S: -1.791 -0.070 0.206  0.171
C: -0.044 -0.412 0.104  0.340
C: 0.859 0.493 0.163  -0.562

=====

Record 3
# C2IN3O3

C2IN3O3 in the gas phase (the ωB97M-V functional and the def2-TZVPD basis, OMol25).

As for the HOMO-LUMO gap: 9.7 eV. As for the charge: 0. As for the LUMO energy: -0.844 eV. As for the HOMO energy: -0.388 hartree. Its structure (SMILES) is O=[N+]([O-])c1nonc1I.

Each line ends with the Mulliken charge.
Geometry (Å):
I: 0.647 -2.973 -0.233  0.203
O: 0.810 0.570 1.995  -0.516
O: -1.543 0.329 -1.342  0.053
O: 2.219 0.278 0.400  -0.462
N: -1.389 -0.959 -1.204  -0.285
N: -0.665 1.008 -0.669  -0.222
N: 1.111 0.361 0.860  0.877
C: 0.124 0.085 0.015  0.510
C: -0.366 -1.163 -0.438  -0.158

=====

Record 4
# C2NO4

2 unconnected molecules or ions with the total composition C2NO4 (the ωB97M-V functional and the def2-TZVPD basis, OMol25).

As for the HOMO-LUMO gap: 7.7 eV. As for the charge: -1. As for the LUMO energy: 3.737 eV. As for the HOMO energy: -0.144 hartree.

Each line ends with the Mulliken charge.
Geometry (Å):
O: 1.455 0.444 0.502  -0.310
O: 0.943 -0.854 0.029  -0.656
O: -1.280 -1.489 -1.265  -0.398
O: -1.074 0.684 -1.843  -0.357
N: 0.212 0.848 2.524  -0.518
C: -1.042 -0.381 -1.488  0.706
C: 0.787 0.747 1.540  0.533

=====

Record 5
# C2O2S

2 unconnected molecules or ions with the total composition C2O2S (the ωB97M-V functional and the def2-TZVPD basis, OMol25).

As for the HOMO-LUMO gap: 11.0 eV. As for the charge: 0. As for the LUMO energy: -0.310 eV. As for the HOMO energy: -0.415 hartree.

Each line ends with the Mulliken charge.
Geometry (Å):
S: -0.771 1.897 -1.715  -0.051
O: 1.106 -1.266 0.385  -0.320
O: -0.752 -0.605 1.575  -0.376
C: 0.151 -0.947 0.939  0.730
C: 0.267 0.920 -1.184  0.017

=====

Record 6
# C2O3

2 unconnected molecules or ions with the total composition C2O3 (the ωB97M-V functional and the def2-TZVPD basis, OMol25).

As for the HOMO-LUMO gap: 13.8 eV. As for the charge: 0. As for the LUMO energy: 0.702 eV. As for the HOMO energy: -0.480 hartree.

Each line ends with the Mulliken charge.
Geometry (Å):
O: 1.659 0.879 0.115  -0.343
O: -2.162 -0.044 0.255  -0.141
O: 0.722 -1.203 -0.046  -0.362
C: -1.395 0.520 -0.351  0.107
C: 1.176 -0.153 0.027  0.739

=====

| no. | maximum force (eV Å⁻¹) |
| --- | --- |
| 1 | 3.999 |
| 2 | 2.367 |
| 3 | 9.677 |
| 4 | 5.084 |
| 5 | 0.977 |
| 6 | 1.754 |